Entry 1:
Density functional theory data (wB97M-V/def2-TZVPD) for a molecular structure, C6H12Cl12F6O4P2V2 at a distorted geometry.

Computed properties:
Spin multiplicity: 7
E_LUMO (spin up / spin down), eV: -1.51 / -1.65
Energy above the lowest of the compared OMol25 structures with the same formula, charge and spin, kcal/mol: 90.0
HOMO-LUMO gap (spin up / spin down), eV: 7.60 / 8.31
Highest occupied orbital energy (spin up / spin down), eV: -9.11 / -9.96
<S²>: 12.01

Each line ends with the Mulliken charge.
CARTESIAN COORDINATES (ANGSTROEM)
V 1.167 -1.584 1.966  0.57
V 1.123 -1.029 -1.704  0.45
P 0.145 -0.176 0.312  2.38
O -0.088 0.194 1.775  -0.69
O 1.678 -0.480 0.311  -0.95
O -0.171 0.477 -1.019  -0.29
O 0.153 -1.713 0.169  -0.76
P 2.852 -3.019 -2.893  1.45
F 1.626 -3.172 -1.828  -0.35
F 3.340 -1.772 -1.991  -0.35
F 3.668 -4.062 -1.962  -0.37
F 4.082 -2.865 -3.889  -0.34
F 2.221 -4.200 -3.763  -0.36
F 1.959 -1.873 -3.671  -0.42
C 2.716 1.556 2.863  0.50
Cl 4.037 1.536 1.678  -0.12
Cl 2.619 -0.020 3.698  -0.19
H 2.994 2.282 3.616  0.43
H 1.774 1.752 2.366  -0.52
C -1.219 2.162 1.813  1.68
Cl -2.056 2.996 0.501  -0.16
Cl -2.319 1.645 3.104  -0.23
H -0.784 1.261 1.389  -1.59
H -0.441 2.794 2.226  0.21
C 0.469 3.389 -0.251  1.13
Cl 0.619 4.722 0.963  -0.19
Cl 0.480 4.011 -1.908  -0.17
H 1.290 2.702 -0.094  -0.06
H -0.494 2.941 -0.048  -0.92
C -2.264 1.736 -2.809  0.63
Cl -3.296 0.423 -3.454  -0.20
Cl -3.203 3.232 -2.640  -0.17
H -1.970 1.412 -1.820  -0.49
H -1.449 1.928 -3.492  0.26
C -2.175 -2.651 -1.371  0.39
Cl -2.774 -4.297 -1.748  -0.18
Cl -1.004 -2.194 -2.626  -0.04
H -3.042 -2.001 -1.446  0.29
H -1.795 -2.600 -0.359  -0.33
C -2.225 -1.008 3.568  0.20
Cl -1.044 -0.677 4.880  -0.12
Cl -1.809 -2.513 2.740  -0.15
H -3.224 -1.056 3.985  0.48
H -2.167 -0.188 2.864  -0.34

Entry 2:
Density functional theory data (wB97M-V/def2-TZVPD) for 3 unconnected molecules or ions with the total composition C6H12Cl6.

Computed properties:
E_LUMO, eV: 0.49
SMILES: ClCCCl.ClCCCl.ClCCCl
Energy above the lowest of the compared OMol25 structures with the same formula, charge and spin, kcal/mol: 2.1
HOMO-LUMO gap, eV: 11.08
Highest occupied orbital energy, eV: -10.59

Each line ends with the Mulliken charge.
CARTESIAN COORDINATES (ANGSTROEM)
Cl -3.821 -0.195 0.982  -0.21
C -2.170 -0.180 0.285  0.22
C -2.205 -0.084 -1.217  -0.39
Cl -2.531 -1.667 -1.965  -0.17
H -1.715 -1.114 0.597  0.22
H -1.651 0.666 0.721  -0.28
H -1.247 0.277 -1.592  0.14
H -2.977 0.594 -1.571  0.43
Cl 0.251 3.781 3.755  -0.20
C -0.032 2.869 2.247  -0.42
C 1.285 2.673 1.533  -0.41
Cl 1.012 1.797 0.005  -0.16
H -0.721 3.444 1.634  0.34
H -0.483 1.920 2.521  0.22
H 1.979 2.096 2.137  0.30
H 1.748 3.627 1.297  0.34
Cl 0.437 -3.945 -2.423  -0.16
C 1.907 -3.159 -1.824  -0.48
C 1.599 -1.861 -1.122  -0.22
Cl 1.097 -2.123 0.574  -0.18
H 2.558 -2.968 -2.676  0.30
H 2.421 -3.861 -1.172  0.33
H 0.778 -1.362 -1.632  0.12
H 2.480 -1.225 -1.094  0.30

Entry 3:
Density functional theory data (wB97M-V/def2-TZVPD) for a molecular structure, C6H12Cl6F6MgN3O12S6 at a distorted geometry.

Computed properties:
E_LUMO, eV: 1.00
Total charge: -1
Energy above the lowest of the compared OMol25 structures with the same formula, charge and spin, kcal/mol: 0.0
HOMO-LUMO gap, eV: 8.87
Highest occupied orbital energy, eV: -7.87

Each line ends with the Mulliken charge.
CARTESIAN COORDINATES (ANGSTROEM)
Mg 19.012 13.584 -17.359  0.86
N 15.983 16.436 -16.278  -0.31
S 14.913 17.499 -16.892  1.07
O 13.880 16.884 -17.691  -0.60
O 15.364 18.853 -17.010  -0.56
F 14.164 17.646 -15.475  -0.30
S 17.074 16.461 -17.562  1.07
O 16.737 17.101 -18.815  -0.51
O 17.862 15.237 -17.527  -0.07
F 18.111 17.477 -16.944  -0.24
N 19.703 13.896 -15.687  0.15
S 19.526 15.080 -14.403  0.90
O 20.509 15.145 -13.370  -0.51
O 18.153 15.373 -14.117  -0.55
F 19.942 16.352 -15.258  -0.20
S 20.498 12.867 -14.807  0.96
O 19.895 12.449 -13.561  -0.58
O 21.936 12.851 -14.901  -0.54
F 20.164 11.636 -15.855  -0.39
N 19.722 13.247 -19.007  0.34
S 19.078 13.259 -20.599  0.86
O 18.187 12.182 -20.856  -0.58
O 19.849 13.837 -21.654  -0.47
F 18.081 14.436 -20.166  -0.23
S 21.090 12.718 -19.527  0.72
O 22.030 13.740 -19.890  -0.49
O 21.136 11.417 -20.117  -0.57
F 21.610 12.410 -18.006  -0.31
Cl 24.211 17.610 -19.536  -0.22
C 24.069 16.161 -18.476  -0.05
C 22.948 16.429 -17.492  -0.59
Cl 21.364 16.291 -18.315  -0.09
H 24.981 15.859 -17.960  0.29
H 23.847 15.271 -19.064  0.07
H 23.039 17.435 -17.084  0.44
H 22.949 15.794 -16.606  0.18
Cl 20.094 12.607 -26.268  -0.22
C 20.845 13.780 -25.105  -0.29
C 21.854 13.081 -24.198  -0.21
Cl 23.127 12.063 -24.978  -0.20
H 19.959 14.136 -24.588  0.20
H 21.337 14.590 -25.638  0.34
H 21.275 12.482 -23.500  0.12
H 22.428 13.828 -23.655  0.27
Cl 25.784 12.894 -17.380  -0.21
C 24.847 11.587 -16.626  -0.11
C 24.909 10.290 -17.426  -0.49
Cl 23.840 10.313 -18.851  -0.15
H 23.856 11.933 -16.340  -0.04
H 25.353 11.408 -15.675  0.38
H 24.657 9.453 -16.779  0.30
H 25.911 10.206 -17.837  0.34

Entry 4:
Density functional theory data (wB97M-V/def2-TZVPD) for a molecular structure, C6H12Cl6F6MgN3O12S6 at a distorted geometry.

Computed properties:
E_LUMO, eV: 1.48
Total charge: -1
Energy above the lowest of the compared OMol25 structures with the same formula, charge and spin, kcal/mol: 64.4
HOMO-LUMO gap, eV: 9.14
Highest occupied orbital energy, eV: -7.67

Each line ends with the Mulliken charge.
CARTESIAN COORDINATES (ANGSTROEM)
Mg -0.361 0.611 0.263  1.44
N -2.739 3.673 -0.828  -0.14
S -1.439 4.439 -0.838  0.83
O -1.275 5.477 -1.854  -0.64
O -0.217 3.874 -0.293  -0.46
F -1.920 5.297 0.455  -0.35
S -2.096 2.547 -1.982  0.90
O -1.201 1.537 -1.319  -0.84
O -1.914 2.934 -3.346  -0.54
F -3.480 1.646 -2.017  -0.32
N -1.774 0.982 1.396  0.63
S -3.587 0.975 1.313  0.79
O -4.282 2.161 0.821  -0.51
O -4.267 0.228 2.348  -0.56
F -3.710 -0.059 0.109  -0.14
S -1.895 1.120 2.956  0.87
O -2.115 -0.090 3.693  -0.55
O -2.446 2.352 3.455  -0.58
F -0.308 1.365 3.102  -0.29
N 1.284 0.847 -0.507  0.52
S 2.529 1.990 -0.139  0.89
O 2.567 3.241 -0.817  -0.51
O 3.778 1.424 0.277  -0.56
F 1.969 2.561 1.237  -0.28
S 1.806 0.750 -1.929  0.69
O 3.120 0.192 -2.064  -0.43
O 1.312 1.654 -2.937  -0.55
F 0.815 -0.564 -2.173  -0.41
Cl -2.085 -1.907 -0.889  -0.08
C -2.647 -2.030 -2.577  -0.47
C -3.537 -3.311 -2.851  -0.43
Cl -4.629 -3.658 -1.531  -0.17
H -1.749 -1.935 -3.187  0.34
H -3.206 -1.110 -2.748  0.20
H -2.880 -4.162 -3.033  0.29
H -4.025 -3.131 -3.809  0.34
Cl 0.724 -1.203 1.598  0.05
C 1.668 -1.990 2.902  -0.70
C 0.764 -1.977 4.150  -0.43
Cl -0.763 -2.940 3.825  -0.16
H 2.563 -1.368 2.924  0.35
H 1.885 -3.021 2.624  0.30
H 0.377 -0.968 4.291  0.24
H 1.368 -2.293 5.001  0.40
Cl 4.867 -3.190 -2.286  -0.21
C 5.326 -1.892 -1.178  -0.31
C 4.249 -1.889 -0.140  -0.10
Cl 4.325 -3.329 0.892  -0.22
H 5.212 -0.998 -1.790  0.26
H 6.257 -2.059 -0.636  0.37
H 3.229 -1.704 -0.476  0.00
H 4.555 -1.097 0.543  0.21

Entry 5:
Density functional theory data (wB97M-V/def2-TZVPD) for a molecular structure, C6H12Cl6O at a distorted geometry.

Computed properties:
E_LUMO, eV: 0.21
HOMO-LUMO gap, eV: 8.62
Highest occupied orbital energy, eV: -8.40

Each line ends with the Mulliken charge.
CARTESIAN COORDINATES (ANGSTROEM)
C -0.054 -1.535 -2.051  -0.11
Cl 0.552 -2.008 -3.671  -0.19
Cl -0.318 0.221 -1.988  -0.18
H -0.965 -2.102 -1.860  0.26
H 0.667 -1.923 -1.332  0.30
C 3.987 3.022 1.289  0.09
Cl 4.861 4.333 0.510  -0.19
Cl 4.946 1.482 1.309  -0.21
H 3.797 3.387 2.298  0.30
H 3.027 2.886 0.791  -0.09
C 1.161 1.090 0.119  0.04
Cl 1.625 2.729 0.533  -0.26
Cl 0.185 0.192 1.342  -0.19
H 0.639 1.131 -0.837  0.07
H 2.086 0.545 -0.068  0.41
C -1.639 -0.674 0.798  -1.10
C -2.437 -1.351 -0.299  0.99
O -2.300 -1.278 -1.523  -0.62
C -3.708 -2.036 0.219  -1.27
H -0.624 -0.553 0.418  0.22
H -1.522 -1.286 1.692  0.38
H -1.855 0.360 1.066  0.36
H -3.901 -1.733 1.249  0.36
H -3.601 -3.114 0.338  0.31
H -4.608 -1.785 -0.341  0.33

Entry 6:
Density functional theory data (wB97M-V/def2-TZVPD) for a single C6H12ClN molecule at a distorted geometry.

Computed properties:
E_LUMO, eV: 1.01
SMILES: CC(C)NC1(Cl)CC1
Energy above the lowest of the compared OMol25 structures with the same formula, charge and spin, kcal/mol: 56.3
HOMO-LUMO gap, eV: 10.24
Highest occupied orbital energy, eV: -9.23

Each line ends with the Mulliken charge.
CARTESIAN COORDINATES (ANGSTROEM)
C 0.656 1.766 -0.809  -1.18
C -0.130 0.444 -0.841  0.49
C -1.520 0.490 -1.497  -1.80
N -0.474 -0.019 0.723  -0.43
C -0.180 -1.315 1.070  0.42
Cl -1.103 -2.637 0.092  -0.28
C 0.270 -1.872 2.368  -0.54
C 1.257 -1.655 1.257  -0.70
H 1.643 1.629 -1.261  0.24
H 0.032 2.519 -1.297  0.38
H 0.758 1.946 0.255  0.32
H 0.466 -0.460 -1.133  0.44
H -2.061 1.303 -1.079  0.51
H -2.031 -0.361 -1.529  0.45
H -1.423 0.819 -2.515  0.42
H -1.405 0.397 0.783  0.26
H -0.065 -2.914 2.692  0.25
H 0.407 -1.030 3.053  0.24
H 1.844 -0.741 1.361  0.18
H 1.723 -2.377 0.703  0.33

Number 1: energy -251138.372 eV. Number 2: energy -81551.917 eV. Number 3: energy -197353.750 eV. Number 4: energy -197350.956 eV. Number 5: energy -83588.432 eV. Number 6: energy -20427.130 eV.